1.
The following is a quantum chemistry calculation of the molecule CH5NO2, from the OMol25 dataset.

```
9
Properties=species:S:1:pos:R:3:forces:R:3
C -1.1179 0.2349 0.1627 0.0 -0.6 0.2
N -0.1464 -0.8148 -0.2074 -1.1 1.0 -2.4
O 1.0638 -0.8213 0.3790 0.0 -1.5 1.3
O 1.8706 0.3796 0.3852 -1.4 1.3 0.3
H -2.1198 0.0114 -0.2422 0.5 -0.4 0.5
H -1.1142 0.5014 1.2002 -0.3 -1.1 1.1
H -0.8869 1.1967 -0.1700 0.8 1.6 -1.6
H -0.0695 -0.8039 -1.2710 0.2 0.0 1.7
H 2.5202 0.1161 -0.2365 1.2 -0.2 -1.1
```
Positions in Å, forces in eV/Å.

Output
Structure (SMILES) = CNOO
Net charge = 0
E_HOMO = -9.727 eV
Energy relative to the best compared isomer or geometry (same formula, charge and spin) = 513.6 kJ/mol
Calculated total energy = -6698.38886 eV
Gap between HOMO and LUMO = 0.3937 hartree

natural (NBO) population analysis, charges in e, atoms 1 to 4:
1. C -0.46
2. N -0.28
3. O -0.16
4. O -0.48

2.
The following is a quantum chemistry calculation of a structure of composition CHCl4Cr, from the OMol25 dataset.

```
7
Properties=species:S:1:pos:R:3:forces:R:3
Cr 3.5064 2.0514 -2.3401 -2.0 -0.7 2.0
Cl 1.8455 1.4589 -0.6827 2.0 0.7 -2.0
C -0.9546 -0.6963 0.5665 -0.4 0.4 0.9
Cl -1.3484 -2.1421 -0.3118 -0.2 -0.2 -0.2
Cl -1.2626 -0.9065 2.3322 0.4 0.0 -0.7
Cl -1.8802 0.7292 0.0438 0.2 -0.2 -0.2
H 0.0939 -0.4945 0.3922 0.0 0.1 0.3
```
Positions in Å, forces in eV/Å.

Output
Net charge = +1
E_HOMO (spin up / spin down) = -13.087 / -13.087 eV
Energy relative to the best compared isomer or geometry (same formula, charge and spin) = 20.6 kJ/mol
Calculated total energy = -79554.49336 eV
2S+1 = 5
Gap between HOMO and LUMO (spin up / spin down) = 0.1504 / 0.2002 hartree
<S²> = 6.1137

natural (NBO) population analysis, charges in e, atoms 1 to 4:
1. Cr 1.52
2. Cl -0.52
3. C -0.28
4. Cl 0.05

3.
The following is a quantum chemistry calculation of a structure of composition C9H14BrCl3F7InO3P, from the OMol25 dataset.

```
39
Properties=species:S:1:pos:R:3:forces:R:3
C -1.7266 -1.9866 -0.5356 0.4 -0.5 -0.4
C -0.4667 -1.5500 -1.2793 -0.7 0.9 0.1
C -0.4558 -0.0355 -1.5178 0.5 0.1 0.3
C 0.4664 0.3068 -2.6933 -0.5 -0.1 0.5
In 0.2055 1.0653 0.2981 0.0 -0.1 -0.6
Br -0.1100 -0.2962 2.5000 0.0 0.2 0.1
C 2.3774 1.5273 0.0669 -0.6 -0.4 0.7
P 3.4947 0.4570 0.9109 0.6 0.1 -1.0
O 4.7604 0.2616 0.1913 0.3 0.1 0.1
O 3.7309 1.0748 2.3840 0.0 -0.3 0.0
O 2.7774 -0.9687 1.1653 -0.1 0.4 -0.1
C -0.9982 3.0172 0.2969 0.7 -1.1 0.3
F -0.3557 4.0234 0.9543 0.0 0.5 0.2
F -1.0945 3.4316 -1.0092 0.0 0.2 -0.4
C -2.4193 2.8896 0.8593 -0.1 0.4 0.2
F -2.7482 1.5858 1.0329 0.0 0.0 -0.1
F -2.4763 3.4866 2.0768 -0.2 -0.1 -0.1
C -3.5468 3.4997 0.0008 -0.6 0.1 -0.3
F -3.3857 4.8415 -0.1225 -0.2 -1.1 0.0
F -4.7447 3.2746 0.6096 0.7 0.3 -0.5
F -3.6022 2.9315 -1.2291 -0.1 0.6 1.0
H -1.5249 -2.9030 0.0068 -0.1 -0.2 0.4
H -2.5143 -2.2273 -1.2400 -0.3 0.2 -0.2
H -2.0663 -1.2241 0.1482 -0.1 0.2 0.3
H -0.4291 -2.0361 -2.2520 0.2 -0.4 -0.1
H 0.4087 -1.8068 -0.6953 0.3 -0.3 -0.1
H -1.4458 0.3255 -1.7825 -0.4 -0.1 0.1
H -0.0049 -0.0382 -3.6104 0.1 -0.1 -0.4
H 1.4189 -0.1945 -2.5735 0.4 -0.1 -0.1
H 0.6338 1.3735 -2.7809 0.1 0.3 -0.1
H 2.6394 1.4404 -0.9767 0.0 0.0 -0.4
H 2.5753 2.5366 0.4008 0.1 0.3 0.1
H 3.1218 0.7227 3.0342 -0.4 0.2 0.3
H 2.8871 -1.2417 2.0743 -0.2 -0.4 0.3
C 0.9428 -5.5611 1.1552 0.0 0.1 0.0
Cl -0.6958 -5.9421 0.6118 0.0 0.0 0.0
Cl 2.1328 -6.1204 -0.0279 0.0 0.0 0.0
Cl 1.1209 -3.8438 1.4702 -0.1 0.0 0.0
H 1.1176 -6.0970 2.0772 0.0 0.0 0.0
```
Positions in Å, forces in eV/Å.

Output
Net charge = -1
E_HOMO = -5.331 eV
Calculated total energy = -156803.38992 eV
Gap between HOMO and LUMO = 0.2811 hartree

Löwdin population analysis, charges in e, atoms 1 to 4:
1. C -0.13
2. C -0.32
3. C -0.43
4. C -0.16

4.
The following is a quantum chemistry calculation of a structure of composition C48H59HgN4O23S, from the OMol25 dataset.

```
136
Properties=species:S:1:pos:R:3:forces:R:3
Hg -4.0024 -1.5419 1.9075 2.3 0.3 -1.5
C -0.2197 0.5070 0.0463 -1.1 -0.7 1.5
C -0.7213 -0.9620 0.3400 -0.6 0.1 -1.4
O -1.8026 -1.1242 1.2057 -1.0 0.5 1.9
H 0.5038 0.5699 -0.7666 0.0 -0.1 0.1
H 0.1535 0.9464 0.9714 0.8 -0.2 0.0
H -1.0423 1.2083 -0.0937 -0.4 -0.3 -0.8
H 0.1089 -1.5672 0.7042 0.5 0.0 0.4
H -0.9617 -1.4398 -0.6097 0.0 0.1 -0.5
C -0.2613 -0.9353 4.3292 -0.4 -1.1 -0.7
C -0.2926 0.5547 4.1758 -2.8 -0.8 -0.2
O 0.9973 0.9404 4.3452 3.2 0.8 2.1
S 1.7596 0.0705 5.5937 -0.8 -1.9 -1.8
O 1.4774 0.5362 6.9168 0.3 0.1 -1.4
O 3.0985 -0.2906 5.1568 -2.4 1.0 0.7
O 0.7040 -1.2358 5.3084 2.1 1.1 0.9
H -0.0125 -1.3213 3.3406 0.3 -0.6 0.1
H -1.1572 -1.4327 4.7007 -0.3 0.4 -0.3
H -1.0597 0.9226 4.8572 0.5 0.8 0.5
H -0.6177 0.8176 3.1692 0.2 0.0 -0.1
C 2.8374 -1.5761 -2.0501 1.6 -0.2 0.8
C 3.6121 -1.2236 -0.9118 -1.3 -1.0 -1.0
C 4.9599 -1.4945 -0.8610 0.9 -0.2 -0.5
C 5.6120 -2.0638 -1.9680 -0.3 -0.4 -0.9
C 4.8940 -2.4066 -3.1531 0.1 1.0 2.3
C 3.5160 -2.1573 -3.1214 0.3 -0.1 -0.7
N 7.0953 -2.3692 -1.9401 0.8 1.4 1.3
O 7.5483 -2.9918 -2.8736 -0.3 0.0 0.3
O 7.7847 -1.8871 -1.0093 -1.8 -1.0 -1.6
H 1.7621 -1.4788 -2.0278 -0.1 0.1 -0.2
H 3.1050 -0.9379 -0.0021 0.0 0.5 0.0
H 5.4630 -1.2885 0.0722 0.5 0.0 -0.2
H 5.3437 -2.8201 -4.0438 0.2 -0.1 0.2
H 3.0355 -2.4675 -4.0375 -0.7 0.1 0.1
C 1.8243 -6.7575 -1.9022 0.0 -0.1 -0.8
C 1.5823 -6.6743 -3.2807 -1.7 1.5 0.7
C 0.8483 -5.5566 -3.7510 1.3 -0.3 0.6
C 0.4003 -4.6193 -2.8290 0.0 0.5 -1.0
C 0.5665 -4.7169 -1.4487 0.8 -0.8 -0.5
C 1.3413 -5.7888 -0.9940 -0.1 0.1 -0.8
N -0.2897 -3.4102 -3.3902 0.3 0.5 -1.5
O -1.2562 -3.0386 -2.7690 -0.5 0.3 0.7
O 0.0779 -2.8498 -4.4417 0.1 -1.5 1.8
H 2.4396 -7.6165 -1.6785 0.0 0.1 1.0
H 1.8112 -7.4561 -3.9898 0.5 0.0 0.2
H 0.8298 -5.3745 -4.8154 -0.6 0.1 0.0
H 0.2304 -3.9819 -0.7323 -0.2 0.2 -0.3
H 1.5560 -5.7734 0.0643 0.2 -0.5 0.1
C -0.3665 6.4780 4.7205 0.9 0.3 -1.1
C -0.0486 5.1253 4.6216 -1.6 -0.8 0.4
C -0.1208 4.4457 3.4231 0.4 1.6 -1.2
C -0.2741 5.2484 2.2574 0.0 -1.0 0.6
C -0.5440 6.6096 2.2956 0.5 -0.5 0.3
C -0.5202 7.2319 3.5463 -0.9 -0.5 0.7
N -0.0760 4.5823 0.9462 -0.5 1.3 -0.6
O 0.5950 3.5790 0.9614 -0.2 -0.4 -0.4
O -0.5384 5.1259 -0.0733 0.4 -0.9 1.4
H -0.4229 6.9893 5.6702 0.0 -0.1 0.1
H -0.0471 4.4630 5.4747 0.4 0.4 0.5
H -0.0348 3.3692 3.4266 0.3 0.1 -0.4
H -0.7410 7.1076 1.3578 0.2 0.2 0.1
H -0.7960 8.2656 3.6942 0.2 0.2 -0.4
C -2.9169 3.9501 -2.4427 -1.7 -0.3 0.4
C -3.7770 4.0544 -3.5086 0.3 0.1 -1.4
C -3.2761 3.8713 -4.8103 -0.2 0.2 0.4
C -1.9224 3.5850 -5.0204 -0.7 0.6 2.3
C -1.0668 3.4580 -3.9052 -1.0 -0.1 -0.9
C -1.6238 3.6300 -2.6446 2.2 -0.9 0.1
N -1.3624 3.4830 -6.3577 -3.7 0.6 1.7
O -0.2637 3.1536 -6.4203 5.9 -1.6 -0.6
O -2.0808 3.7130 -7.2738 -1.7 0.6 -2.0
H -3.2915 3.9618 -1.4298 0.0 0.4 0.1
H -4.8230 4.3059 -3.4135 -0.1 0.0 0.2
H -4.0014 3.9927 -5.6013 0.4 -0.1 -0.4
H -0.0399 3.1658 -4.0682 0.0 0.1 0.1
H -1.0341 3.4215 -1.7642 0.4 0.2 -0.1
O 3.2773 4.8563 -0.4711 0.3 -3.5 -1.0
C 3.3829 3.7840 -1.0941 0.2 4.4 0.6
O 4.5505 3.0874 -1.1512 0.0 0.3 1.7
C 4.5652 2.1350 -2.1892 -0.3 0.0 -1.2
C 3.4420 2.6549 -3.0842 0.3 -2.1 -1.5
C 2.4564 3.3045 -2.1753 0.2 -0.3 0.1
H 4.4741 1.0913 -1.8883 -0.4 0.2 0.6
H 5.5115 2.1801 -2.7284 0.1 0.3 0.3
H 2.8952 1.8315 -3.5437 0.4 -0.2 -0.6
H 3.9350 3.2277 -3.8696 -0.6 0.5 0.1
H 1.8317 2.4996 -1.7882 -0.3 0.2 0.2
H 1.8609 4.0476 -2.7057 0.0 0.2 0.7
O -4.5076 0.6862 1.8514 0.9 1.4 -0.3
C -4.3562 1.8180 1.3636 -1.2 -0.4 0.5
O -5.4649 2.4385 0.9835 -2.0 -2.1 0.4
C -5.3299 3.7559 0.6071 1.8 2.8 -0.7
C -4.0466 4.1666 1.2908 1.6 -0.5 -0.8
C -3.2408 2.8194 1.1643 0.2 -0.3 1.9
H -6.0827 4.4947 0.8819 -0.8 -1.0 0.3
H -5.1759 3.8619 -0.4668 -0.3 -0.4 -0.2
H -4.2227 4.4742 2.3215 0.1 -0.4 0.1
H -3.4888 4.9791 0.8251 -0.2 0.0 -0.2
H -2.5088 2.7128 1.9648 0.1 -0.1 0.0
H -2.7159 2.5553 0.2462 -0.2 0.5 -0.3
O -5.0379 -0.7050 -0.3630 -0.3 -0.5 -1.2
C -5.0334 -0.5719 -1.5890 0.4 0.9 1.3
O -6.1072 -0.1710 -2.2583 -0.6 -0.2 1.1
C -5.8037 0.1905 -3.6010 0.2 -0.4 -1.1
C -4.4775 -0.5211 -3.8832 -0.5 -0.2 -0.9
C -3.8796 -0.6412 -2.5235 1.9 -0.8 0.1
H -5.7937 1.2784 -3.6670 0.2 0.0 0.0
H -6.5754 -0.2067 -4.2604 -0.2 0.2 0.3
H -3.8865 -0.0891 -4.6909 0.1 0.3 0.4
H -4.6816 -1.5362 -4.2238 -0.3 0.0 -0.1
H -3.0540 0.0394 -2.3155 -0.4 0.7 0.3
H -3.3180 -1.5688 -2.4127 -0.3 -0.4 0.2
O -3.5147 -3.5541 3.3444 -2.4 1.6 -0.4
C -2.4860 -4.1629 3.4686 2.0 0.7 -1.0
O -1.9800 -4.4095 4.6345 -0.5 0.0 1.4
C -0.6412 -4.9392 4.5716 0.3 0.1 0.0
C -0.2707 -4.8047 3.1224 1.2 -0.5 -0.5
C -1.5533 -4.6175 2.3953 -0.5 -0.4 -0.8
H -0.6676 -5.9656 4.9374 0.1 0.2 0.2
H 0.0028 -4.2603 5.1307 -0.2 -0.5 0.6
H 0.3093 -5.6524 2.7574 0.1 0.1 0.1
H 0.2926 -3.8856 2.9610 0.4 -0.1 0.1
H -2.0162 -5.5325 2.0257 0.2 -0.2 -0.3
H -1.3594 -3.9407 1.5631 -0.9 0.2 0.0
O 4.2061 -5.3901 3.9786 -1.0 2.0 -0.5
C 3.7936 -4.4053 3.3850 2.0 -2.0 0.2
O 3.2595 -4.5492 2.1594 -0.7 0.4 -1.1
C 3.0458 -3.2671 1.5208 -0.1 0.0 0.0
C 3.0814 -2.2422 2.6392 -0.8 -0.3 0.5
C 3.8214 -2.9458 3.7455 0.2 -0.4 0.5
H 2.0867 -3.2669 1.0029 -0.1 -0.3 0.0
H 3.7948 -3.0599 0.7565 0.2 -0.5 0.2
H 2.0947 -2.1538 3.0938 -0.4 0.7 -0.7
H 3.5097 -1.2750 2.3761 -0.2 -0.1 0.0
H 3.2188 -2.9907 4.6527 0.6 0.8 0.4
H 4.8111 -2.5004 3.8462 0.0 -0.6 0.7
```
Positions in Å, forces in eV/Å.

Output
Net charge = +1
E_HOMO = -11.640 eV
Calculated total energy = -118772.65874 eV
Gap between HOMO and LUMO = 0.2177 hartree

Löwdin population analysis, charges in e, atoms 1 to 4:
1. Hg 1.36
2. C -0.05
3. C -0.41
4. O -0.40

5.
The following is a quantum chemistry calculation of the molecule C4H7BN4O2, from the OMol25 dataset.

```
18
Properties=species:S:1:pos:R:3:forces:R:3
C 2.5186 -0.8934 0.1694 0.2 0.4 0.2
C 1.9828 0.4767 -0.2078 -0.3 -0.3 0.0
O 1.0967 0.9654 0.8341 0.1 0.1 -0.2
B -0.1423 1.3313 0.3866 0.0 0.2 -0.1
O -0.4879 2.6276 0.1560 -0.5 -0.2 0.6
C -1.2815 0.2514 0.0925 0.3 0.1 -0.2
N -2.3817 0.3051 0.8512 -0.3 -0.2 -0.1
N -3.3320 -0.5691 0.6076 0.2 0.2 0.1
C -3.1201 -1.4247 -0.3858 -0.1 -0.1 0.0
N -2.0251 -1.5133 -1.1289 0.2 0.2 0.0
N -1.0677 -0.6476 -0.8738 -0.2 -0.3 0.0
H 3.5615 -0.9835 -0.1290 0.0 -0.2 -0.2
H 1.9219 -1.6904 -0.2627 0.0 -0.1 0.0
H 2.4984 -0.9721 1.2549 0.0 -0.1 0.0
H 2.7770 1.2048 -0.3557 0.0 0.1 0.2
H 1.4163 0.4212 -1.1397 0.1 0.0 -0.1
H -0.0194 3.2349 0.7349 0.4 0.2 -0.3
H -3.9154 -2.1242 -0.6038 0.0 0.0 0.0
```
Positions in Å, forces in eV/Å.

Output
Structure (SMILES) = CCOB(O)c1nncnn1
Net charge = 0
E_HOMO = -9.454 eV
Energy relative to the best compared isomer or geometry (same formula, charge and spin) = 152.1 kJ/mol
Calculated total energy = -14992.92008 eV
Gap between HOMO and LUMO = 0.3216 hartree

natural (NBO) population analysis, charges in e, atoms 1 to 4:
1. C -0.64
2. C -0.06
3. O -0.75
4. B 1.15

6.
The following is a quantum chemistry calculation of a structure of composition C4H7AgO2, from the OMol25 dataset.

```
14
Properties=species:S:1:pos:R:3:forces:R:3
H -0.5865 -1.8218 -2.4445 -0.6 0.3 0.4
O 1.2525 -2.8299 -0.0069 -0.2 0.1 0.1
C 1.1004 -1.4928 0.0704 0.1 0.0 0.0
C 0.6906 -0.8974 1.2021 0.6 -0.2 -0.2
C 0.5426 0.6056 1.2907 0.0 -0.9 0.1
C -0.9233 0.7773 1.1174 -1.2 0.5 -0.3
O -1.5722 0.3459 0.1631 0.2 2.1 2.6
Ag -1.5696 -0.9175 -1.3490 0.8 -1.9 -2.1
H 1.5814 -3.0899 -0.8725 0.1 0.0 0.0
H 1.3836 -0.9112 -0.8128 0.1 -0.1 0.3
H 0.4507 -1.5026 2.0784 0.1 0.2 -0.2
H 1.0971 1.1265 0.4999 -0.1 -0.1 0.1
H 0.8458 0.9736 2.2801 0.0 0.0 -0.4
H -1.4760 1.2836 1.9279 0.0 -0.1 -0.3
```
Positions in Å, forces in eV/Å.

Output
Net charge = +1
E_HOMO (spin up / spin down) = -13.341 / -13.187 eV
Energy relative to the best compared isomer or geometry (same formula, charge and spin) = 64.9 kJ/mol
Calculated total energy = -12344.51622 eV
2S+1 = 2
Gap between HOMO and LUMO (spin up / spin down) = 0.3301 / 0.2000 hartree
<S²> = 0.7596

natural (NBO) population analysis, charges in e, atoms 1 to 4:
1. H -0.06
2. O -0.65
3. C 0.14
4. C -0.27

Question: The highest calculated total energy belongs to which entry?
Answer: CH5NO2

Question: Which formula does entry 4 have?
Answer: C48H59HgN4O23S